one:
Computed, not measured: a 2-piece molecular cluster, C3H8N3 overall, with ωB97M-V/def2-TZVPD.

net charge	+1
multiplicity	1
HOMO energy (spin up / spin down)	-12.29 / -12.28	eV

Each line ends with the Löwdin charge.
Positions of all 14 atoms, in Å:
C  1.87  -0.73  0.96  -0.07
C  -3.13  0.03  -0.41  0.07
N  1.79  -0.12  -0.28  -0.18
H  2.78  -1.29  1.13  0.10
H  1.84  0.02  1.82  0.13
H  -3.45  -0.59  0.53  0.16
C  -0.94  1.02  -0.04  0.08
H  -3.59  0.13  -1.29  0.05
H  0.95  -1.42  0.95  0.13
N  -2.06  0.66  -0.28  -0.06
H  2.70  0.36  -0.56  0.22
H  1.05  0.27  -1.85  0.12
N  0.80  -0.31  -1.04  0.18
H  -0.60  1.97  0.35  0.08



two:
Computed, not measured: a 2-piece molecular cluster, C3H8N3 overall, with ωB97M-V/def2-TZVPD.

net charge	+1
multiplicity	1
HOMO energy	-12.13	eV

Each line ends with the Löwdin charge.
Positions of all 14 atoms, in Å:
H  2.40  1.40  -0.07  0.12
H  0.54  1.02  -1.19  0.13
H  -0.20  -0.72  -1.49  0.13
N  -2.79  -0.24  0.18  -0.23
C  0.57  -0.07  -1.07  0.19
C  -2.19  -1.03  0.80  0.07
H  1.75  1.08  1.41  0.15
N  1.44  -0.41  -0.17  -0.03
N  -2.93  0.78  -0.46  0.08
C  2.25  0.48  0.57  -0.05
H  -2.06  -1.69  1.71  0.10
H  -3.77  0.78  -0.91  0.03
H  3.20  0.02  0.84  0.11
H  1.79  -1.41  -0.15  0.20



Least stable structure: one



one:
Computed, not measured: one molecule with the formula C5H5Br, with ωB97M-V/def2-TZVPD.

net charge	0
multiplicity	1
HOMO energy	-8.53	eV
SMILES	C=C=C/C=C/Br

Each line ends with the Löwdin charge.
Positions of all 11 atoms, in Å:
C  -1.22  -0.55  0.76  -0.05
C  0.01  1.43  0.28  -0.12
C  -0.86  0.67  0.85  -0.15
C  0.86  -0.62  -0.50  -0.59
C  0.88  0.72  -0.66  -0.16
H  0.16  2.51  0.22  0.10
H  -1.09  -1.19  1.73  0.11
H  1.21  1.11  -1.58  0.09
Br  1.53  -1.99  -1.71  0.61
H  0.71  -1.16  0.41  0.02
H  -2.20  -0.94  0.20  0.14



two:
Computed, not measured: C5H5Br as an isolated structure, with ωB97M-V/def2-TZVPD.

net charge	0
multiplicity	1
HOMO energy	-9.20	eV

Each line ends with the Löwdin charge.
Positions of all 11 atoms, in Å:
H  -1.29  2.50  -0.05  0.06
H  1.26  1.44  0.03  0.10
C  0.30  0.94  0.01  -0.18
C  -1.11  -1.04  -0.04  -0.20
C  -0.86  1.53  -0.03  0.06
Br  -3.86  0.01  0.01  0.71
C  0.31  -0.57  0.02  -0.21
C  -2.03  -0.10  -0.04  -0.67
H  0.79  -0.93  0.93  0.12
H  0.89  -0.96  -0.83  0.12
H  -1.31  -2.11  -0.08  0.10



Least stable structure: one



one:
Computed, not measured: one molecule with the formula C8H12O3, with ωB97M-V/def2-TZVPD.

net charge	0
multiplicity	1
HOMO energy	-9.01	eV
SMILES	CC(=O)[C@H]1[C@@H](O)C=CO[C@@H]1C

Each line ends with the Löwdin charge.
Positions of all 23 atoms, in Å:
O  0.69  1.98  0.93  -0.05
H  1.58  -2.23  -1.72  0.04
O  2.22  0.76  -0.65  0.07
H  -1.97  -1.23  -2.42  0.09
C  1.53  -0.23  -0.59  -0.39
H  -0.78  0.57  -1.25  0.14
H  2.94  -1.77  -0.47  0.12
C  0.31  -0.41  0.19  -0.12
H  0.38  -1.36  0.64  0.15
H  0.80  0.37  2.21  0.13
H  -1.36  -2.46  -1.36  0.09
H  1.59  1.93  0.47  0.10
C  0.27  0.70  1.36  -0.31
H  2.91  -1.05  -2.11  0.09
C  -2.22  0.34  1.21  -0.14
C  -1.10  -1.47  -1.78  -0.01
C  2.22  -1.46  -1.33  0.00
H  -3.21  0.45  1.59  0.12
C  -1.14  0.80  1.82  -0.03
H  -1.28  1.13  2.83  0.11
C  -1.01  -0.30  -0.70  -0.24
O  -2.21  -0.34  0.08  -0.02
H  -0.25  -1.48  -2.39  0.04



two:
Computed, not measured: one molecule with the formula C8H12O3, with ωB97M-V/def2-TZVPD.

net charge	0
multiplicity	1
HOMO energy	-9.24	eV
SMILES	CC(=O)[C@H]1[C@@H](O)C=CO[C@@H]1C

Each line ends with the Löwdin charge.
Positions of all 23 atoms, in Å:
O  1.62  1.22  -0.15  -0.08
C  -0.12  -0.39  0.20  -0.16
H  -3.51  -0.12  0.42  0.07
H  0.80  0.32  -1.61  0.16
C  2.67  0.30  0.19  -0.05
C  -1.56  -0.77  0.06  -0.37
C  2.34  -0.93  0.48  -0.02
H  0.61  -2.15  1.15  0.14
H  0.01  0.24  1.24  0.21
H  -0.08  2.82  -1.29  0.09
H  -1.27  1.59  -1.37  0.07
C  -2.56  0.14  0.82  0.00
H  0.02  -2.47  -1.18  0.11
C  0.47  0.77  -0.68  -0.38
C  0.92  -1.53  0.33  -0.31
C  -0.50  1.99  -0.72  -0.02
O  -1.88  -1.61  -0.77  0.07
O  0.97  -2.27  -0.89  -0.05
H  3.59  0.79  0.34  0.11
H  -1.03  2.37  0.25  0.11
H  -2.48  0.03  1.92  0.10
H  3.24  -1.57  0.76  0.14
H  -2.26  1.24  0.52  0.08



Least stable structure: two



one:
Computed, not measured: a 2-piece molecular cluster, C2H3NOS overall, with ωB97M-V/def2-TZVPD.

net charge	0
multiplicity	1
HOMO energy (spin up / spin down)	-9.86 / -9.42	eV

Each line ends with the Löwdin charge.
Positions of all 8 atoms, in Å:
O  -4.71  0.01  0.21  -0.55
C  -0.39  0.07  0.42  0.01
C  0.56  0.52  -0.26  -0.07
H  -0.50  -0.43  1.39  0.07
S  -3.27  -0.17  0.23  0.67
N  -2.40  0.37  -0.91  -0.32
H  0.71  0.91  -1.22  0.06
H  1.55  0.42  0.36  0.13



two:
Computed, not measured: one molecule with the formula C2H3NOS, with ωB97M-V/def2-TZVPD.

net charge	0
multiplicity	1
HOMO energy	-9.04	eV
SMILES	O=CNC=S

Each line ends with the Löwdin charge.
Positions of all 8 atoms, in Å:
S  -1.12  -0.28  2.37  0.67
C  -0.38  0.28  1.08  -0.75
H  -0.13  1.27  0.86  0.05
N  -0.08  -0.51  0.00  -0.04
H  -0.55  -1.48  -0.09  0.18
H  1.39  -0.53  -1.60  0.15
O  0.33  1.20  -1.49  0.05
C  0.55  0.06  -1.12  -0.30



Least stable structure: one



one:
Computed, not measured: a 2-piece molecular cluster, C2H3NOS overall, with ωB97M-V/def2-TZVPD.

net charge	0
multiplicity	1
HOMO energy (spin up / spin down)	-8.84 / -8.86	eV
SMILES	C=C=O.N=S

Each line ends with the Löwdin charge.
Positions of all 8 atoms, in Å:
C  0.97  -0.57  0.22  -0.03
H  -2.06  1.06  -0.58  -0.01
C  0.53  -1.08  1.36  -0.26
S  -0.88  2.24  -1.92  0.65
H  0.41  0.14  -0.44  -0.01
N  -1.08  1.12  -0.87  -0.52
O  0.30  -1.67  2.38  0.11
H  1.80  -1.23  -0.14  0.08



two:
Computed, not measured: a 2-piece molecular cluster, C2H3NOS overall, with ωB97M-V/def2-TZVPD.

net charge	0
multiplicity	1
HOMO energy	-9.94	eV
SMILES	O=C=S.C=N

Each line ends with the Löwdin charge.
Positions of all 8 atoms, in Å:
H  -0.88  -0.70  -1.09  0.04
N  -0.62  -0.79  -0.12  0.04
H  0.43  -0.01  1.31  -0.02
C  0.00  -3.02  1.71  -0.90
C  0.16  0.08  0.32  -0.14
O  -0.63  -3.54  0.93  0.12
H  0.24  1.04  -0.25  0.08
S  0.78  -2.19  2.76  0.77



Least stable structure: one



one:
Computed, not measured: one molecule with the formula C2H3NOS, with ωB97M-V/def2-TZVPD.

net charge	0
multiplicity	1
HOMO energy	-8.94	eV
SMILES	C=NOC=S

Each line ends with the Löwdin charge.
Positions of all 8 atoms, in Å:
O  0.62  0.80  -0.05  -0.18
H  2.98  -1.32  0.01  0.08
H  2.93  0.64  -0.08  0.10
N  1.21  -0.45  0.07  -0.03
H  -1.02  1.84  0.16  0.07
C  2.47  -0.36  -0.02  0.01
C  -0.74  0.79  0.03  -0.72
S  -1.79  -0.44  -0.02  0.67



two:
Computed, not measured: a 2-piece molecular cluster, C2H3NOS overall, with ωB97M-V/def2-TZVPD.

net charge	0
multiplicity	1
HOMO energy (spin up / spin down)	-8.73 / -8.73	eV

Each line ends with the Löwdin charge.
Positions of all 8 atoms, in Å:
N  1.66  2.49  0.25  0.20
O  1.25  -0.72  -1.07  0.09
H  -1.74  -0.50  -0.79  -0.30
C  1.28  1.42  0.09  -0.25
H  0.01  -0.37  0.62  0.11
C  0.88  0.09  -0.08  -0.20
H  1.61  -0.15  -1.75  0.13
S  -1.99  0.79  -0.37  0.22



Least stable structure: two